1.
13
Properties=species:S:1:pos:R:3:forces:R:3:mulliken_charge:R:1 method="wB97M-V/def2-TZVPD" lumo_ev=0.1665 smiles="CCCC=O" homo_energy_ev=-8.55 multiplicity=1 charge=0 e_above_lowest_kcal_mol=81.1
C -1.791 0.143 0.259 -0.2 0.0 0.0 -1.174
C -0.510 -0.078 -0.540 0.0 0.4 0.1 -0.300
C 0.721 0.002 0.332 -0.5 2.5 0.5 -0.488
C 2.110 0.145 -0.474 -1.8 -3.7 3.7 -0.073
O 2.118 -1.078 -0.547 3.9 -1.7 -3.2 -0.376
H -1.807 1.138 0.719 0.0 -0.2 -0.1 0.311
H -1.907 -0.599 1.059 0.1 0.1 -0.1 0.319
H -2.663 0.063 -0.395 0.0 0.0 0.1 0.336
H -0.548 -1.060 -1.037 0.2 0.3 0.2 0.260
H -0.403 0.669 -1.330 -0.2 0.0 0.0 0.318
H 0.905 0.886 0.908 -1.3 1.1 1.0 0.368
H 0.722 -0.841 1.073 0.5 0.7 -0.9 0.263
H 3.054 0.608 -0.028 -0.6 0.5 -1.2 0.237

=====

2.
13
Properties=species:S:1:pos:R:3:forces:R:3:mulliken_charge:R:1 method="wB97M-V/def2-TZVPD" lumo_ev=0.8267 smiles=C1S[C@H]2CO[C@@H]1O2 homo_energy_ev=-8.69 multiplicity=1 charge=0 e_above_lowest_kcal_mol=60.0
C 0.985 -0.921 0.670 -0.2 -3.5 -0.6 -0.468
S 1.283 0.761 0.317 -0.5 1.6 1.1 -0.221
C -0.610 1.015 0.084 0.6 -1.8 -1.0 -0.283
C -0.782 0.493 -1.421 7.9 -1.7 4.7 -0.529
O -0.586 -0.994 -1.128 -1.7 3.3 0.0 -0.429
C -0.566 -1.072 0.347 2.7 0.2 -1.4 -0.053
O -1.214 0.008 0.944 0.5 0.5 -2.2 -0.452
H 1.464 -1.543 -0.099 -0.3 0.4 -0.5 0.266
H 1.443 -1.529 1.502 -1.0 1.7 0.5 0.388
H -0.958 2.004 0.255 -0.2 0.6 0.5 0.537
H 0.263 0.890 -1.822 -2.6 -0.9 -0.1 0.278
H -1.551 0.842 -1.918 -4.4 0.8 -2.5 0.466
H -0.955 -2.042 0.396 -0.9 -1.2 1.6 0.500

=====

3.
72
Properties=species:S:1:pos:R:3:forces:R:3:mulliken_charge:R:1 method="wB97M-V/def2-TZVPD" lumo_ev=0.1679 smiles="CP(C)[C@H]1OC(=O)O[C@H]1S(=O)(=O)C(F)(F)F.Fc1ccccc1.Fc1ccccc1.Fc1ccccc1.Fc1ccccc1" homo_energy_ev=-8.99 multiplicity=1 charge=0
C -3.256 -2.703 4.514 0.4 -0.4 -0.8 -1.302
P -2.418 -1.919 3.075 0.4 1.7 0.3 0.381
C -3.614 -1.602 1.732 -0.1 -0.7 0.4 -1.213
C -1.192 -3.188 2.519 -0.2 -0.2 0.5 -0.305
O -1.023 -3.406 1.128 -0.2 -0.8 -0.4 -0.387
C 0.074 -4.222 1.112 0.2 -0.6 -1.1 0.553
O 0.259 -5.195 0.437 -0.1 1.8 1.0 -0.521
O 0.953 -3.724 2.053 0.6 -1.2 0.1 -0.358
C 0.253 -2.929 2.961 -1.0 0.5 -0.3 -0.256
S 0.973 -1.267 2.640 1.5 0.1 -1.7 1.210
O 2.390 -1.472 2.641 0.4 -0.3 1.1 -0.688
O 0.514 -0.722 1.401 -1.4 0.4 0.2 -0.530
C 0.702 -0.101 4.070 -0.7 -0.4 -0.2 0.712
F 1.421 0.960 3.836 0.8 0.6 -0.3 -0.173
F 1.123 -0.713 5.156 0.3 -0.4 0.7 -0.252
F -0.542 0.273 4.242 -0.6 0.2 0.1 -0.175
H -3.398 -3.769 4.397 -0.3 -0.3 0.0 0.405
H -2.623 -2.530 5.370 0.2 0.0 0.3 0.349
H -4.187 -2.191 4.703 -0.3 0.1 -0.1 0.393
H -4.473 -1.142 2.203 -0.3 0.1 0.3 0.424
H -3.957 -2.472 1.190 0.0 -0.2 -0.3 0.395
H -3.204 -0.848 1.083 0.3 0.1 -0.4 0.306
H -1.410 -4.180 2.935 -0.3 0.1 0.4 0.567
H 0.390 -3.189 4.002 0.5 -0.1 0.2 0.479
F 1.492 2.965 -2.082 0.0 0.0 0.0 -0.363
C 2.586 2.365 -1.566 0.2 -0.1 0.1 0.139
C 3.821 2.649 -2.114 0.0 0.1 -0.2 -0.620
C 4.947 2.038 -1.581 -0.1 0.0 0.1 -0.360
C 4.821 1.150 -0.519 0.1 0.1 0.0 -0.856
C 3.568 0.875 0.010 0.0 0.0 0.1 -0.459
C 2.438 1.492 -0.507 -0.2 0.0 0.0 0.115
H 3.895 3.337 -2.946 0.0 0.0 0.0 0.466
H 5.923 2.252 -1.995 0.0 0.0 0.0 0.367
H 5.699 0.670 -0.110 0.0 0.0 0.0 0.399
H 3.463 0.181 0.834 0.0 0.0 0.0 0.351
H 1.457 1.296 -0.094 0.0 -0.1 -0.1 0.811
F -0.482 5.920 4.513 0.0 0.0 0.0 -0.325
C -0.239 5.352 3.315 0.0 -0.1 -0.2 0.265
C 0.302 4.083 3.272 0.0 -0.1 0.2 -0.411
C 0.547 3.499 2.038 -0.1 0.2 -0.1 0.031
C 0.258 4.191 0.869 0.0 0.0 0.0 -0.496
C -0.281 5.468 0.936 0.0 -0.1 0.1 -0.540
C -0.537 6.056 2.166 -0.1 0.2 0.0 -0.451
H 0.526 3.564 4.195 0.0 0.0 0.0 0.469
H 0.964 2.504 1.988 0.0 0.0 0.0 0.255
H 0.453 3.737 -0.091 0.0 0.0 0.0 0.373
H -0.503 6.010 0.027 0.0 0.0 0.0 0.389
H -0.964 7.048 2.239 0.0 0.0 0.0 0.423
F -6.743 0.608 -1.457 0.0 0.0 0.0 -0.325
C -5.665 0.090 -2.078 0.3 -0.1 -0.1 0.426
C -4.481 0.802 -2.080 0.0 0.2 0.2 -0.515
C -3.371 0.264 -2.714 -0.1 -0.1 0.0 -0.341
C -3.458 -0.971 -3.342 0.1 0.0 0.0 -0.630
C -4.657 -1.669 -3.334 0.1 0.1 0.0 -0.293
C -5.769 -1.141 -2.694 -0.2 -0.1 0.0 -0.464
H -4.434 1.766 -1.590 0.0 0.0 0.0 0.438
H -2.437 0.809 -2.716 0.0 0.0 0.0 0.464
H -2.592 -1.387 -3.838 0.0 0.0 0.0 0.429
H -4.728 -2.629 -3.826 0.0 0.0 0.0 0.382
H -6.710 -1.674 -2.670 0.0 0.0 0.0 0.429
F 2.148 -3.504 -5.989 0.0 0.0 0.0 -0.328
C 2.623 -2.638 -5.069 0.1 0.1 0.1 0.265
C 2.633 -3.011 -3.740 -0.1 -0.2 0.1 -0.531
C 3.125 -2.119 -2.799 0.0 0.1 -0.1 -0.460
C 3.591 -0.872 -3.194 0.0 0.0 0.0 -0.167
C 3.568 -0.517 -4.535 0.0 -0.1 0.1 -0.462
C 3.085 -1.406 -5.485 0.0 0.1 -0.2 -0.444
H 2.259 -3.985 -3.453 0.0 0.0 0.0 0.467
H 3.145 -2.397 -1.753 0.0 0.0 0.0 0.458
H 3.969 -0.180 -2.457 0.0 0.0 0.0 0.409
H 3.926 0.456 -4.843 0.0 0.0 0.0 0.384
H 3.064 -1.151 -6.536 0.0 0.0 0.0 0.424

=====

4.
31
Properties=species:S:1:pos:R:3:forces:R:3:lowdin_spin:R:1 method="wB97M-V/def2-TZVPD" s2=0.997 lumo_ev="-6.0522 / -5.6246" homo_energy_ev="-14.26 / -14.25" multiplicity=2 charge=+1
Mn -0.175 -0.485 0.410 1.2 -0.8 0.2 1.247
O -0.637 -0.995 -3.539 -0.1 0.0 -0.1 0.001
P 0.014 -1.697 -2.302 0.2 0.2 0.1 0.008
O 0.205 -3.130 -2.351 0.0 0.0 0.0 0.007
O -0.820 -1.116 -1.060 -0.4 -0.3 -0.6 0.077
O 1.427 -0.830 -2.176 -0.1 -0.1 0.2 0.003
P 1.943 -0.412 -0.731 -0.1 0.6 -0.2 -0.001
O 3.440 -0.080 -0.882 0.1 -0.1 0.0 -0.003
O 1.510 -1.481 0.263 -0.1 0.0 0.1 0.002
O 1.102 0.792 -0.212 0.1 -0.3 -0.1 -0.017
H -0.849 -1.617 -4.251 0.0 0.0 0.0 0.000
H 3.847 -0.173 -1.756 0.0 0.0 0.0 0.000
C 1.599 0.968 3.058 0.0 0.0 0.0 0.004
Ge -0.068 0.117 3.536 -0.1 -0.1 0.0 -0.016
C -1.297 1.205 4.566 0.0 0.0 0.1 -0.017
C 0.130 -1.700 4.179 0.0 0.0 0.0 -0.004
C -1.149 -0.350 1.825 -0.5 0.8 -0.3 -0.286
H 2.101 1.218 3.994 0.0 0.0 0.0 0.001
H 1.434 1.882 2.493 0.0 0.0 0.0 0.000
H 2.246 0.296 2.496 0.0 0.0 0.0 0.000
H -1.349 0.795 5.574 0.0 0.0 0.0 -0.001
H -2.297 1.201 4.136 0.0 0.0 0.0 0.000
H -0.934 2.230 4.609 0.0 0.0 0.0 -0.001
H 0.760 -1.680 5.069 0.0 0.0 0.0 0.000
H 0.610 -2.331 3.432 0.0 0.0 0.0 0.000
H -0.838 -2.122 4.446 0.0 0.0 0.0 0.000
H -2.074 -0.922 1.937 0.1 -0.1 0.1 -0.004
Cl -1.497 1.978 -1.537 0.0 0.0 0.0 0.005
Si -1.772 1.414 0.368 -0.3 0.2 0.6 0.008
Cl -3.718 0.921 0.620 0.0 0.0 0.0 -0.005
Cl -1.208 2.911 1.619 0.0 -0.1 -0.2 -0.007

=====

5.
19
Properties=species:S:1:pos:R:3:forces:R:3:mulliken_charge:R:1 method="wB97M-V/def2-TZVPD" lumo_ev=0.9300 smiles=CC1(C)OC1(C)C homo_energy_ev=-9.30 multiplicity=1 charge=0 e_above_lowest_kcal_mol=56.0
C 1.705 0.931 0.157 0.2 0.1 0.2 -1.247
C 0.755 -0.224 0.248 0.2 0.2 -0.5 1.410
C 1.145 -1.457 -0.558 0.1 0.0 -0.3 -1.505
O 0.113 -0.740 1.381 -1.0 -0.4 -0.4 -0.610
C -0.678 0.044 0.283 -0.1 -0.1 0.2 0.584
C -1.431 0.956 1.215 0.1 0.3 0.0 -1.501
C -1.425 -0.268 -1.037 -0.1 -0.4 0.2 -1.361
H 2.719 0.669 0.456 0.1 0.1 0.1 0.353
H 1.357 1.807 0.707 0.1 -0.1 0.1 0.357
H 1.717 1.193 -0.912 0.1 0.0 0.3 0.288
H 1.140 -1.302 -1.637 0.2 0.0 -0.1 0.322
H 0.456 -2.270 -0.305 0.1 0.3 -0.2 0.390
H 2.140 -1.773 -0.233 0.0 0.1 -0.2 0.401
H -2.067 1.711 0.748 0.2 0.1 -0.1 0.436
H -2.089 0.250 1.745 0.0 0.4 0.0 0.309
H -0.759 1.372 1.963 -0.2 0.2 -0.1 0.364
H -1.767 -1.289 -1.187 -0.1 -0.1 0.1 0.293
H -0.748 -0.024 -1.876 -0.2 -0.2 0.4 0.337
H -2.282 0.411 -1.158 0.1 -0.3 0.3 0.380

=====

6.
13
Properties=species:S:1:pos:R:3:forces:R:3:mulliken_charge:R:1 method="wB97M-V/def2-TZVPD" lumo_ev=0.6208 homo_energy_ev=-8.00 multiplicity=1 charge=0 e_above_lowest_kcal_mol=83.6
C -1.981 0.072 -0.203 0.1 -4.0 1.4 -0.277
C -1.090 1.042 -0.159 0.2 2.4 1.1 -0.411
C 0.215 0.547 0.418 -0.3 0.3 -3.5 0.017
C 2.175 -0.365 -0.218 -2.3 -0.2 0.9 -0.133
C 0.061 -0.882 0.207 1.9 4.1 0.3 0.349
H -3.035 -0.042 0.088 0.4 0.7 -1.1 0.319
H -1.616 1.965 -0.413 1.4 0.7 0.7 0.304
H 2.086 1.817 0.230 0.7 1.1 0.2 0.214
H 3.208 -0.458 -0.624 -0.9 -0.2 0.9 0.354
H -1.670 -2.025 0.813 1.2 3.3 -4.1 0.378
N 1.630 0.969 0.059 -3.8 -7.6 -0.4 -0.162
N 1.285 -1.458 -0.069 2.3 3.3 -1.1 -0.586
N -1.267 -1.182 -0.129 -1.0 -4.0 4.7 -0.366